A 2-piece molecular cluster, C6H12O overall in a non-equilibrium geometry. Source: the Open Molecules 2025 dataset; level of theory: wB97M-V/def2-TZVPD.

The geometry in XYZ format:
```
19
Properties=species:S:1:pos:R:3:forces:R:3
C -0.92880 0.69177 0.20426 -0.4725 -0.5124 0.7719
C -0.84360 -0.61266 -0.52547 0.4021 -0.2220 -1.4356
C -1.85635 -1.30536 -1.04288 0.1244 0.5074 -0.4122
C 2.47611 -1.30257 -2.46704 -0.4810 0.2841 -0.2934
C 1.01957 -1.39110 -2.09043 0.9767 -1.0301 0.6403
C 0.55679 -0.94712 -0.92673 -0.0403 1.3184 -0.0373
H -1.95753 1.00342 0.31748 -0.3868 -0.1294 0.3521
H -0.46506 1.53872 -0.29854 0.4887 -0.3336 -0.2125
H -0.46252 0.52974 1.17947 -0.0373 0.5130 0.1191
H -2.90224 -1.06518 -0.92089 -0.0223 0.1470 0.1854
H -1.60719 -1.98236 -1.84979 -0.1907 -0.6468 0.4033
H 2.53709 -0.55896 -3.26928 0.2417 -0.0112 0.0254
H 3.08893 -0.96594 -1.63818 0.1364 0.0036 0.0893
H 2.86576 -2.22979 -2.88558 0.0024 -0.0956 0.1436
H 0.46260 -2.00566 -2.77247 -0.7933 0.3170 -0.3813
H 1.29529 -0.44845 -0.29757 0.0522 -0.1072 0.0437
H -0.26421 2.82741 5.63115 0.2531 0.0386 0.2086
H -1.23573 3.49909 4.72907 0.0061 0.3167 -0.0355
O -0.49840 3.70569 5.31607 -0.2598 -0.3575 -0.1750
```
Forces are in eV/Å.

Computed properties:
SMILES	C=C(C)/C=C/C.O
orbital gap	9.29	eV
maximum force	1.56	eV Å⁻¹
HOMO level	-8.5934	eV
energy above the lowest of the compared OMol25 structures with the same formula, charge and spin	1.899	eV
DFT total energy	-310.98948	hartree
net charge	0